No. 1
{"formula": "C2H9NOS", "method": "the ωB97M-V functional and the def2-TZVPD basis", "e_homo_ha": -0.320, "total_charge": 0, "smiles": "NCO.CS", "de_lowest_kj_mol": 81.2, "species": ["N", "C", "H", "H", "O", "H", "S", "H", "H", "C", "H", "H", "H", "H"], "xyz": [[-0.8107, 2.1074, -0.5155], [0.0159, 1.7657, -1.6177], [-1.1185, -2.5736, 1.0930], [-1.4523, -0.8363, 0.7772], [0.0786, 0.3012, -1.7584], [0.9549, 0.1508, -2.1138], [0.7248, -1.2606, 1.7188], [-1.7427, 1.7557, -0.4865], [-0.4327, -1.7782, -0.3807], [-0.7555, -1.6597, 0.6459], [-0.3111, 2.6346, 0.1571], [1.0350, 2.1206, -1.4205], [1.6566, -0.9507, 0.8046], [-0.4027, 2.0765, -2.5703]], "forces_ev_per_a": [[1.2712, 0.0630, -1.4316], [-0.7076, -1.4201, 0.3134], [-0.3314, -0.1973, -0.2338], [-0.0709, -0.1479, -0.2879], [0.3129, 0.7062, 0.2309], [0.1433, -0.4575, -0.1972], [-0.2841, -0.1112, -0.1874], [-0.1581, 0.2660, 0.4551], [-0.1994, -0.0054, 0.0016], [1.1601, 0.4822, 0.9012], [-0.6753, 0.0233, 1.0513], [-0.3577, 0.2871, -0.2763], [-0.3010, -0.0153, -0.1477], [0.1979, 0.5271, -0.1916]], "lowdin_charge": [0.036, -0.313, 0.005, 0.007, -0.109, 0.061, 0.578, 0.075, 0.009, -0.441, 0.063, 0.120, -0.192, 0.101]}

---

No. 2
{"formula": "C25H29BGaN10OS2", "method": "the ωB97M-V functional and the def2-TZVPD basis", "e_homo_ha": -0.406, "total_charge": 1, "de_lowest_kj_mol": 0.0, "species": ["B", "H", "H", "H", "C", "S", "H", "C", "H", "Ga", "H", "C", "H", "H", "C", "C", "H", "C", "H", "N", "C", "N", "N", "H", "H", "C", "C", "C", "C", "N", "H", "H", "C", "H", "H", "C", "H", "H", "N", "H", "C", "H", "H", "N", "C", "N", "C", "H", "H", "C", "H", "H", "H", "C", "C", "C", "C", "H", "C", "O", "H", "N", "S", "H", "C", "N", "C", "C", "N"], "xyz": [[-1.4896, 2.1222, 2.0829], [-1.3605, 0.2173, 4.2169], [-0.0918, -5.4279, 0.2717], [0.4665, -3.4546, -1.1006], [-2.9760, -2.3952, 0.0941], [1.3813, -0.1955, -1.2266], [-3.0378, -0.4536, -0.8246], [-0.7070, -5.1693, -0.5762], [-2.4193, -3.3268, -0.0028], [0.9937, 1.9381, 0.1294], [0.8415, -1.3897, 4.1729], [-0.7448, 4.4511, 2.9316], [-3.4172, -6.2795, -2.2673], [-2.0414, -6.8149, -0.2902], [5.4268, 1.4757, 0.0700], [4.2078, 1.3541, 0.6963], [-3.3498, -2.5778, 2.2037], [-2.5783, -5.6540, -2.0077], [-2.4068, 2.1767, 2.8184], [3.1095, 1.9309, 0.2005], [-1.8020, -5.9572, -0.8992], [-1.0076, 2.0252, -0.3480], [0.6046, 3.3866, 1.5815], [-2.6145, -1.7544, -1.9461], [-3.3199, -0.9078, 1.6440], [3.2606, 2.6796, -0.9235], [-2.2648, -4.5621, -2.7921], [-1.6330, 2.1172, -1.5215], [-0.8450, -2.6496, -3.3760], [-0.5752, 0.9348, 2.4132], [-0.8545, -0.6696, 0.1785], [-3.7787, 2.2304, -2.0397], [6.6978, 2.3224, -1.9597], [-1.6374, 4.6159, 3.4989], [6.5953, 3.1453, -2.6607], [-2.4661, -1.3829, -0.9332], [0.5017, -1.1290, -3.5192], [-4.0197, -2.6072, -0.1437], [-0.5882, 3.3516, 2.1941], [7.6024, 2.4372, -1.3690], [-2.8586, -1.8862, 1.5269], [-4.0356, 2.1156, 0.6676], [2.0802, -0.7081, 1.8254], [4.4014, 2.8547, -1.5555], [-3.1468, 2.0948, 0.0699], [0.5016, 0.6628, 1.6664], [5.4825, 2.2369, -1.1115], [4.0830, 0.7622, 1.5949], [0.5728, 6.1825, 3.2571], [-3.0041, 2.1553, -1.3061], [-2.8429, -4.3203, -3.6729], [-1.8168, -1.8267, 1.8309], [6.3014, 0.9804, 0.4528], [-1.1818, -3.7477, -2.4520], [1.2111, 4.5192, 1.9397], [0.3864, 5.2333, 2.8009], [-0.5745, 0.1542, 3.4929], [-1.0809, 2.1711, -2.4406], [-0.0729, -0.9910, -1.6122], [-1.0576, -2.6746, -4.5563], [2.1951, 4.7578, 1.5782], [-0.1410, -1.5352, -2.8456], [1.8112, 3.3357, -1.5535], [6.7821, 1.3971, -2.5337], [1.1907, -0.3059, 2.2735], [-1.9319, 2.0136, 0.6193], [-0.3958, -4.0596, -1.3424], [0.5424, -0.6631, 3.4469], [-1.0632, -1.0621, -0.7323]], "forces_ev_per_a": [[0.3216, 0.0699, -0.1821], [-0.1935, 0.0395, 0.1586], [0.0705, -0.0103, 0.0849], [0.0885, -0.0096, 0.0444], [0.0759, 0.1245, -0.0882], [0.4264, 0.1718, -0.2068], [0.1093, -0.0865, -0.1087], [0.0409, -0.0670, 0.0250], [-0.1210, 0.0035, -0.0473], [-0.3079, 0.1169, 0.0751], [0.0463, -0.1921, 0.0988], [0.2019, 0.3196, 0.0693], [-0.1069, -0.0641, -0.0238], [-0.0263, -0.1007, 0.0480], [-0.1346, 0.0820, -0.0414], [0.2656, -0.1897, -0.0041], [-0.0476, -0.0363, 0.1557], [-0.0485, -0.0278, 0.0265], [-0.3229, 0.0095, 0.2154], [-0.1269, 0.1834, -0.2097], [0.0932, 0.0540, 0.0176], [0.5337, 0.0628, -0.3697], [0.5227, -0.0671, -0.3883], [-0.0278, 0.1275, 0.1141], [-0.0618, 0.1544, 0.0472], [0.0403, -0.1849, 0.0948], [0.1605, 0.2423, 0.0371], [-0.0430, -0.0036, 0.2569], [-0.0226, 0.0902, 0.0733], [-0.2425, -0.2798, 0.3749], [0.2070, -0.0025, -0.1710], [-0.1761, 0.0302, -0.1457], [0.1415, 0.0508, -0.0528], [-0.2168, -0.0234, 0.1382], [0.0338, 0.0300, 0.0014], [-0.5515, -0.2307, -0.0410], [-0.1259, -0.0119, 0.1427], [-0.0044, 0.0118, -0.0249], [-0.2050, 0.2984, 0.2619], [0.0792, -0.0217, 0.0492], [-0.0421, -0.1868, -0.2643], [-0.1267, 0.0132, 0.2221], [0.1111, -0.0128, -0.0773], [0.3273, 0.2509, -0.4919], [-0.1369, 0.0601, -0.3438], [0.4358, -0.1041, -0.3926], [-0.2109, -0.2851, 0.4269], [0.0265, 0.0292, 0.0219], [0.0743, 0.1761, 0.0999], [-0.0314, 0.0491, 0.1536], [-0.0162, -0.0122, -0.0435], [0.1789, 0.0771, 0.1323], [0.1072, -0.0719, 0.1072], [-0.0996, -0.5579, 0.1246], [-0.1898, -0.1281, 0.0155], [-0.0560, -0.0345, -0.0088], [0.1979, -0.2385, 0.1269], [0.1750, -0.0586, -0.1275], [-0.0985, 0.2419, 0.8018], [-0.0171, 0.0157, -0.1107], [0.0455, 0.0107, -0.1433], [0.0553, 0.0163, -0.4939], [-0.5564, 0.0663, 0.0581], [0.0535, -0.0161, 0.0037], [-0.2323, 0.0280, 0.0148], [-0.4049, -0.1427, -0.0143], [-0.0727, 0.0457, -0.3017], [-0.0927, 0.0664, 0.0955], [0.2505, 0.0392, -0.0969]], "lowdin_charge": [-0.508, 0.135, 0.111, 0.115, -0.205, 0.791, 0.108, -0.071, 0.082, 0.057, 0.105, -0.039, 0.112, 0.112, 0.011, -0.085, 0.082, -0.052, 0.130, -0.027, -0.062, -0.014, 0.006, 0.118, 0.074, -0.816, -0.004, -0.099, -0.401, -0.001, 0.101, 0.108, -0.014, 0.130, 0.088, -0.147, 0.146, 0.123, -0.007, 0.088, -0.081, 0.134, 0.107, 0.124, -0.051, -0.027, -0.298, 0.120, 0.104, -0.032, 0.128, 0.057, 0.116, -0.175, -0.086, -0.023, -0.049, 0.122, -0.744, 0.148, 0.121, 0.116, 0.780, 0.099, -0.107, 0.006, -0.034, -0.022, 0.067]}

---

No. 3
{"formula": "C9H5N5O4S", "method": "the ωB97M-V functional and the def2-TZVPD basis", "e_homo_ha": -0.348, "total_charge": 0, "smiles": "O=[N+]([O-])c1cnc(Sc2ncccn2)c([N+](=O)[O-])c1", "de_lowest_kj_mol": 0.0, "species": ["C", "C", "O", "C", "O", "C", "C", "C", "N", "C", "H", "S", "O", "H", "C", "C", "N", "N", "N", "H", "H", "H", "N", "O"], "xyz": [[0.3462, 0.1932, -1.0365], [2.2011, 1.6906, -0.6441], [-0.1692, -0.8578, -2.9588], [-4.2294, 0.6821, 2.4300], [-1.7885, -0.3739, -1.5702], [-2.0156, -0.5837, 1.5504], [0.4094, -0.1799, 0.3096], [-3.0969, 1.3799, 2.0124], [-2.0109, 0.7541, 1.6038], [2.1196, 1.3115, 0.7056], [-3.1120, 2.4607, 2.0589], [-0.6021, -1.4844, 0.9659], [3.1572, 2.9817, -2.2747], [2.7873, 1.6939, 1.4669], [1.2546, 1.1161, -1.5089], [-4.1559, -0.7032, 2.3397], [-0.5974, -0.3908, -1.9166], [3.1723, 2.6126, -1.0668], [1.2700, 0.4016, 1.1683], [-5.0232, -1.2800, 2.5647], [1.2261, 1.3883, -2.5273], [-5.1088, 1.1823, 2.8452], [-3.0604, -1.3458, 1.9205], [3.9592, 3.0306, -0.2354]], "forces_ev_per_a": [[1.3767, 0.5996, 1.8386], [-2.4558, -2.1667, 0.9931], [-0.1936, 0.2302, 0.4181], [0.1700, -0.0525, 0.0569], [1.7525, 0.0340, -0.5335], [-1.5800, 0.8244, 0.6235], [-0.0014, 0.7041, 0.7227], [-0.9062, -0.5608, 0.6466], [1.0989, -0.3945, -0.7218], [0.3194, -0.1611, 0.0769], [0.3642, 0.1018, -0.1520], [-0.1827, -0.2297, 0.2627], [-0.0911, -0.9813, 2.5011], [0.0950, 0.3128, -0.2815], [0.7410, 0.4158, 0.5149], [0.7915, 0.7514, -0.3352], [-2.4092, -0.6379, -1.0081], [1.3271, 2.2958, -2.6005], [-0.4877, -0.4106, -1.0957], [-0.3287, -0.6431, 0.2868], [0.1140, 0.2931, -1.0405], [0.3261, -0.1811, -0.3647], [0.4983, 0.1405, -0.3892], [-0.3380, -0.2843, -0.4193]], "lowdin_charge": [-0.154, -0.110, 0.117, -0.043, 0.079, -0.627, -0.488, -0.125, 0.082, -0.021, 0.110, 1.051, 0.071, 0.130, 0.126, -0.121, -0.351, -0.332, 0.102, 0.101, 0.129, 0.106, 0.067, 0.101]}